{
  "formula": "C34H21BrCl4F2IrNO2P",
  "method": "wB97M-V/def2-TZVPD",
  "total_energy_ha": -6573.87903,
  "total_charge": -1,
  "fmax_ev_per_a": 0.33,
  "relative_energy_kj_mol": 0.22,
  "homo_energy_ev": -4.1,
  "species": ["Ir", "Cl", "C", "C", "Cl", "C", "Cl", "C", "O", "C", "O", "C", "Cl", "C", "C", "C", "C", "C", "C", "P", "C", "C", "C", "C", "C", "C", "C", "C", "C", "C", "C", "C", "C", "C", "C", "C", "H", "H", "H", "H", "H", "H", "H", "H", "H", "H", "H", "H", "H", "H", "H", "H", "Br", "C", "C", "C", "C", "C", "N", "H", "H", "H", "H", "F", "C", "F", "H"],
  "xyz": [[0.10473, 0.02798, 1.02458], [6.80389, 0.07846, 2.57915], [5.07391, 0.09956, 2.69242], [4.45426, 0.08910, 3.92841], [5.39146, 0.04450, 5.38546], [3.05405, 0.10871, 3.99520], [2.23587, 0.08495, 5.52435], [2.26846, 0.14186, 2.84974], [0.94780, 0.17073, 2.90606], [2.90429, 0.14172, 1.57150], [2.16504, 0.15377, 0.49438], [4.29758, 0.12562, 1.52805], [5.03983, 0.12800, -0.04000], [2.01468, -0.59677, -4.69749], [0.68520, -0.97961, -4.78029], [-0.16834, -0.77783, -3.70164], [0.31224, -0.19572, -2.53636], [1.65199, 0.19554, -2.45503], [2.49688, -0.00720, -3.53330], [-0.70258, 0.18395, -1.07349], [-2.31893, -0.58881, -1.42339], [-3.50117, 0.13623, -1.51090], [-4.71509, -0.51777, -1.68861], [-4.75649, -1.89859, -1.78763], [-3.57868, -2.63122, -1.70158], [-2.37238, -1.98032, -1.51328], [-0.97109, 1.96105, -1.30268], [-1.39582, 2.55896, -2.45964], [-1.54533, 3.95901, -2.50474], [-1.25208, 4.71524, -1.40183], [-0.78175, 4.12445, -0.20536], [-0.43113, 4.88474, 0.93447], [0.05275, 4.24194, 2.03702], [0.21268, 2.83813, 2.07058], [-0.11257, 2.04027, 0.99648], [-0.63244, 2.71489, -0.15612], [2.67809, -0.75882, -5.53836], [0.30638, -1.43911, -5.68518], [-1.20496, -1.08394, -3.77215], [2.03522, 0.60776, -1.52774], [3.53737, 0.28218, -3.45799], [-3.48008, 1.21491, -1.42887], [-5.62958, 0.05937, -1.74640], [-5.70400, -2.40609, -1.91983], [-3.60352, -3.71179, -1.76727], [-1.46008, -2.55902, -1.42546], [-1.61561, 1.96136, -3.33783], [-1.88540, 4.43452, -3.41661], [-1.35856, 5.79426, -1.43760], [-0.54414, 5.96274, 0.91287], [0.32648, 4.81646, 2.91503], [0.59077, 2.37950, 2.97415], [1.51885, -2.93391, -0.88923], [0.67058, -3.24504, 0.76286], [0.51825, -4.56538, 1.16248], [0.06518, -4.81421, 2.44263], [-0.20948, -3.73845, 3.26777], [-0.07585, -2.46074, 2.76493], [0.35066, -2.19894, 1.51428], [0.76557, -5.36053, 0.47523], [-0.05576, -5.83272, 2.78907], [-0.54059, -3.87102, 4.28758], [-0.31150, -1.58773, 3.35623], [-1.87331, 0.11488, 3.09816], [-1.80670, -0.09067, 1.72181], [-2.39944, -1.35617, 1.55981], [-2.53655, 0.61082, 1.30116]],
  "forces_ev_per_a": [[-0.126, 0.162, -0.233], [-0.003, -0.005, -0.003], [0.024, 0.010, 0.005], [-0.029, -0.004, -0.009], [0.004, 0.002, 0.003], [0.011, 0.007, -0.015], [0.000, 0.001, 0.016], [-0.113, -0.025, 0.003], [0.176, -0.134, 0.054], [0.113, 0.017, 0.063], [-0.032, -0.084, 0.132], [-0.037, -0.009, -0.007], [0.014, 0.003, -0.020], [0.028, 0.019, 0.019], [-0.024, -0.006, -0.022], [-0.033, -0.005, -0.012], [0.163, -0.012, 0.084], [-0.010, -0.056, -0.030], [-0.044, -0.026, -0.049], [-0.185, 0.043, 0.264], [0.068, -0.101, -0.105], [-0.005, -0.001, 0.032], [0.002, 0.008, -0.002], [-0.003, 0.000, 0.010], [-0.005, 0.008, 0.006], [-0.005, -0.014, 0.014], [-0.019, -0.007, -0.034], [-0.046, 0.001, 0.014], [-0.003, -0.007, -0.012], [0.008, 0.016, 0.004], [0.011, -0.009, 0.002], [-0.004, -0.002, -0.018], [-0.004, 0.016, 0.014], [-0.014, -0.051, 0.038], [-0.040, 0.021, 0.008], [0.055, 0.038, -0.059], [0.000, -0.007, 0.000], [0.002, 0.001, 0.000], [0.008, 0.004, -0.002], [0.020, 0.002, -0.035], [0.000, 0.007, 0.007], [0.007, 0.010, -0.007], [-0.001, -0.002, 0.006], [0.003, 0.000, -0.011], [0.003, 0.000, 0.002], [0.042, -0.004, 0.005], [0.003, 0.000, -0.001], [0.000, -0.002, 0.000], [-0.008, -0.002, 0.001], [0.004, 0.000, 0.000], [0.002, -0.007, 0.001], [-0.001, 0.000, -0.003], [-0.126, 0.080, -0.130], [0.220, 0.057, 0.183], [-0.014, -0.002, -0.089], [-0.011, -0.007, -0.001], [-0.021, 0.006, 0.037], [-0.039, 0.155, -0.096], [-0.095, -0.170, -0.037], [0.052, 0.004, 0.026], [0.001, 0.004, 0.006], [-0.017, -0.004, -0.005], [0.048, -0.039, 0.039], [-0.027, 0.025, 0.033], [0.124, 0.109, -0.032], [-0.059, -0.029, -0.046], [-0.014, -0.005, -0.007]],
  "lowdin_charge": [1.189, 0.616, -0.724, -0.727, 0.614, -0.613, 0.665, -0.381, -0.288, -0.397, -0.289, -0.609, 0.661, -0.095, -0.094, -0.096, -0.366, -0.107, -0.073, 0.953, -0.338, -0.077, -0.082, -0.093, -0.080, -0.105, -0.292, -0.089, -0.087, -0.041, -0.174, -0.063, -0.081, -0.075, -0.232, -0.177, 0.096, 0.096, 0.099, 0.083, 0.103, 0.102, 0.099, 0.097, 0.101, 0.084, 0.108, 0.095, 0.106, 0.100, 0.098, 0.094, 0.868, -0.709, -0.121, -0.065, -0.038, -0.102, -0.036, 0.093, 0.107, 0.110, 0.098, -0.061, -0.467, -0.081, 0.091]
}


{
  "formula": "C34H22Cl3HgN9OSe",
  "method": "wB97M-V/def2-TZVPD",
  "s_squared": 0.780,
  "total_energy_ha": -5812.30973,
  "spin_multiplicity": 2,
  "total_charge": -1,
  "fmax_ev_per_a": 0.65,
  "relative_energy_kj_mol": 164.20,
  "homo_energy_ev": [-2.5, -4.4],
  "species": ["Hg", "Se", "N", "C", "C", "C", "C", "C", "N", "C", "C", "N", "C", "C", "C", "C", "C", "N", "H", "H", "H", "H", "H", "H", "C", "C", "C", "C", "C", "C", "N", "N", "C", "C", "C", "C", "C", "N", "H", "H", "H", "H", "H", "H", "H", "H", "H", "Cl", "C", "Cl", "Cl", "C", "N", "C", "C", "O", "H", "H", "H", "N", "C", "C", "C", "C", "C", "C", "C", "H", "H", "H", "H"],
  "xyz": [[0.40892, 0.68326, 0.23641], [7.57629, -3.02669, -0.69657], [6.19396, -3.25541, 0.46361], [5.26140, -2.38636, 0.07483], [3.99039, -2.25740, 0.72934], [3.64303, -3.06230, 1.82718], [2.41306, -2.92440, 2.41475], [1.52203, -1.97540, 1.89397], [1.82382, -1.20499, 0.87056], [3.03298, -1.31415, 0.28181], [3.34328, -0.45468, -0.83395], [2.43457, 0.47004, -1.21811], [2.68838, 1.23063, -2.25973], [3.87478, 1.13627, -2.99954], [4.82006, 0.22349, -2.61190], [4.57961, -0.60142, -1.50159], [5.55517, -1.56231, -1.05356], [6.73481, -1.71840, -1.64283], [4.36967, -3.78248, 2.18028], [2.11601, -3.53389, 3.25727], [0.53362, -1.85133, 2.31707], [1.93114, 1.96050, -2.51735], [4.02788, 1.78692, -3.84965], [5.76036, 0.11260, -3.13604], [0.58426, 5.98332, -1.59730], [1.37049, 5.03649, -0.95523], [0.99301, 3.70570, -0.91626], [-0.19702, 3.26776, -1.51932], [-0.98196, 4.23324, -2.17443], [-0.59120, 5.56078, -2.20503], [-0.52945, 1.91628, -1.48039], [-1.80777, 1.68636, -1.83602], [-2.27372, 0.49170, -1.91871], [-3.70946, 0.31325, -2.04717], [-4.30260, -0.79806, -1.58617], [-3.49696, -1.84373, -0.98923], [-2.16454, -1.79110, -1.07672], [-1.52618, -0.72251, -1.73027], [0.88195, 7.02333, -1.62668], [2.29340, 5.33267, -0.47079], [1.63156, 2.99538, -0.40481], [-1.89968, 3.92255, -2.65030], [-1.22078, 6.27890, -2.71826], [-4.26915, 1.14660, -2.44981], [-5.37716, -0.91419, -1.63912], [-3.96045, -2.68444, -0.49283], [-1.49803, -2.56203, -0.72382], [-1.93159, -1.28414, 5.16983], [-2.94605, -0.65889, 3.85180], [-3.23291, 1.06712, 4.06843], [-4.47628, -1.53663, 3.80870], [-2.23859, -0.86910, 2.59374], [-1.67037, -1.01946, 1.60957], [-0.11992, -0.23644, -3.71032], [-0.38287, -1.06434, -2.48585], [0.25814, -2.05111, -2.20494], [-0.93885, -0.40174, -4.41455], [0.81683, -0.57088, -4.14753], [-0.07513, 0.82352, -3.47372], [-0.78460, 4.44379, 6.69714], [-0.57749, 3.87170, 5.72073], [-0.33369, 3.15063, 4.50403], [-0.85398, 3.61748, 3.29782], [-0.63387, 2.89866, 2.13375], [0.11347, 1.71580, 2.12858], [0.62990, 1.27673, 3.34976], [0.41193, 1.97447, 4.52869], [-1.42741, 4.53600, 3.28116], [-1.04431, 3.27935, 1.20496], [1.22866, 0.37317, 3.39048], [0.81897, 1.61872, 5.46687]],
  "forces_ev_per_a": [[0.387, 0.491, 0.183], [-0.033, 0.021, 0.001], [-0.010, -0.017, 0.018], [0.028, -0.047, 0.042], [-0.022, 0.001, -0.009], [-0.008, -0.016, 0.025], [0.027, -0.015, -0.011], [0.025, -0.021, -0.049], [-0.165, -0.120, -0.027], [0.026, 0.101, -0.078], [-0.040, -0.114, 0.064], [-0.009, -0.087, 0.053], [-0.056, 0.044, -0.009], [0.026, -0.020, -0.016], [0.003, 0.016, -0.001], [-0.022, 0.017, -0.009], [0.037, 0.014, -0.050], [0.019, 0.003, -0.017], [0.000, -0.004, -0.003], [-0.001, -0.006, 0.010], [-0.020, 0.012, 0.015], [-0.022, -0.028, -0.033], [0.001, 0.004, -0.003], [0.006, -0.002, 0.002], [0.013, 0.011, -0.001], [0.013, 0.024, 0.009], [0.000, -0.020, 0.016], [-0.093, 0.035, 0.029], [-0.004, 0.005, 0.025], [-0.016, 0.005, -0.007], [-0.066, -0.296, -0.227], [0.065, -0.020, 0.073], [-0.009, -0.048, -0.069], [-0.061, -0.020, -0.028], [-0.030, 0.058, -0.035], [0.063, -0.090, -0.038], [-0.100, -0.106, -0.109], [0.111, 0.137, 0.196], [0.000, 0.001, 0.001], [-0.002, 0.006, -0.001], [-0.026, 0.012, 0.009], [-0.005, -0.009, -0.003], [0.002, 0.007, 0.000], [-0.006, 0.011, 0.002], [-0.010, 0.009, 0.003], [0.000, -0.007, 0.005], [-0.015, 0.016, 0.019], [-0.007, 0.032, -0.033], [0.118, 0.103, 0.160], [0.040, -0.011, -0.009], [-0.160, -0.098, -0.029], [0.054, 0.036, -0.140], [-0.005, 0.008, 0.198], [0.061, 0.053, 0.080], [-0.033, -0.086, -0.106], [-0.004, 0.052, 0.004], [-0.002, 0.023, 0.002], [0.000, 0.003, 0.001], [0.023, 0.052, 0.026], [0.002, 0.003, 0.007], [-0.021, 0.042, 0.065], [0.006, -0.032, -0.058], [-0.009, -0.017, 0.018], [0.025, -0.015, -0.041], [-0.095, -0.044, -0.076], [0.023, -0.045, -0.023], [-0.013, -0.005, -0.005], [0.001, 0.001, -0.003], [-0.006, 0.003, -0.003], [-0.003, -0.006, -0.004], [0.002, -0.004, 0.004]],
  "lowdin_charge": [1.151, 0.897, -0.300, -0.393, -0.094, -0.007, -0.060, -0.169, 0.032, -0.160, -0.159, 0.051, -0.155, -0.050, -0.005, -0.092, -0.391, -0.296, 0.108, 0.096, 0.069, 0.085, 0.099, 0.109, -0.128, -0.103, -0.102, -0.329, -0.049, -0.115, -0.132, 0.042, -0.314, -0.034, -0.101, -0.101, -0.115, 0.024, 0.087, 0.099, 0.070, 0.087, 0.092, 0.104, 0.091, 0.095, 0.114, 0.614, -1.605, 0.667, 0.618, -0.364, 0.221, 0.007, -0.484, 0.065, 0.095, 0.087, 0.056, 0.134, -0.200, -0.277, -0.063, -0.141, -0.266, -0.143, -0.060, 0.115, 0.086, 0.077, 0.113]
}